[1]
{
  "formula": "C7H15N2O",
  "method": "ωB97M-V/def2-TZVPD",
  "largest_force_ev_per_a": 8.832,
  "s2": 2.006,
  "gap_ev": [9.1, 6.5],
  "total_charge": 1,
  "energy_ev": -12516.11337,
  "mol_weight_g_mol": 143.2,
  "relative_energy_ev": 3.028,
  "lumo_energy_ev": [-2.700, -8.179],
  "multiplicity": 3,
  "symbols": ["O", "N", "N", "C", "C", "C", "C", "C", "C", "C", "H", "H", "H", "H", "H", "H", "H", "H", "H", "H", "H", "H", "H", "H", "H"],
  "positions_angstrom": [[-0.3438, 2.6393, 1.0804], [-1.0658, 0.5020, 0.3576], [-2.0696, 0.7433, -0.7037], [-0.1700, 1.7008, 0.3700], [2.2059, -0.2956, -0.1138], [1.6899, -0.6490, -1.4698], [0.1556, -0.7960, -1.4334], [-0.2773, -0.7328, 0.0759], [1.1651, -0.9095, 0.8323], [-1.7039, 0.4054, 1.6566], [1.1211, -0.4943, 1.8934], [3.1421, -0.6849, 0.1468], [-0.7195, -1.7574, -0.0274], [1.8981, 0.0368, -2.3339], [2.1486, -1.5842, -1.7951], [1.1554, -1.9561, 0.9383], [0.6700, 1.6959, -0.3468], [-2.4421, -0.4136, 1.6120], [-2.1939, 1.7224, -0.7673], [-2.2538, 1.2770, 1.8487], [2.3773, 0.8325, -0.0098], [-0.1405, -1.7322, -1.8024], [-0.4199, 0.0033, -1.9367], [-2.9458, 0.1578, -0.4748], [-0.9832, 0.2891, 2.4030]]
}

---

[2]
{
  "formula": "C6H12Cl6",
  "method": "ωB97M-V/def2-TZVPD",
  "largest_force_ev_per_a": 2.745,
  "gap_ev": 11.2,
  "total_charge": 0,
  "energy_ev": -81551.42922,
  "smiles": "ClCCCl.ClCCCl.ClCCCl",
  "mol_weight_g_mol": 296.9,
  "relative_energy_ev": 0.580,
  "lumo_energy_ev": 0.576,
  "symbols": ["Cl", "Cl", "Cl", "Cl", "Cl", "Cl", "C", "C", "C", "C", "C", "C", "H", "H", "H", "H", "H", "H", "H", "H", "H", "H", "H", "H"],
  "positions_angstrom": [[2.4812, -2.8912, 1.3264], [-0.1005, 1.7955, 1.9686], [0.2403, -0.6674, 4.4429], [-0.1555, 2.1802, -2.9581], [-0.8264, -0.8646, -5.8165], [0.5417, -2.0929, -1.3984], [0.2868, 0.8352, -4.0803], [1.8396, -1.3214, 0.7588], [-0.7302, 1.7819, 3.6424], [0.4270, -1.3878, 0.1975], [-1.1080, 0.3998, 4.0016], [-0.9692, -0.0196, -4.2446], [-0.2255, -1.9419, 0.8327], [0.0572, -0.3418, 0.1318], [-0.9955, -0.8512, -3.5571], [1.1119, 0.2370, -3.7613], [0.5264, 1.1722, -5.0159], [2.4690, -0.9506, -0.0417], [1.9344, -0.6383, 1.5839], [-1.7319, 0.4331, 4.8987], [-1.8695, 0.5952, -4.2902], [-1.5431, 2.5287, 3.7563], [0.0637, 2.1811, 4.3356], [-1.7239, -0.1712, 3.2872]]
}

---

[3]
{
  "formula": "C17H24Cl5KN3NbO",
  "method": "ωB97M-V/def2-TZVPD",
  "largest_force_ev_per_a": 3.983,
  "gap_ev": [6.9, 6.9],
  "total_charge": 2,
  "energy_ev": -105010.16033,
  "mol_weight_g_mol": 595.7,
  "relative_energy_ev": 0.000,
  "lumo_energy_ev": [-7.789, -7.789],
  "symbols": ["Nb", "K", "Cl", "Cl", "Cl", "Cl", "Cl", "O", "N", "N", "N", "C", "C", "C", "C", "C", "C", "C", "C", "C", "C", "C", "C", "C", "C", "C", "C", "C", "H", "H", "H", "H", "H", "H", "H", "H", "H", "H", "H", "H", "H", "H", "H", "H", "H", "H", "H", "H", "H", "H", "H", "H"],
  "positions_angstrom": [[-0.1643, 0.0032, -0.1480], [4.5519, 0.6533, 0.1250], [-2.5201, -0.5576, 1.4180], [-0.7396, -0.1738, 6.5585], [-3.0616, -0.8575, 4.5470], [2.0588, 0.6950, 5.4699], [2.5940, 1.0215, 2.4497], [3.7927, -1.6790, 0.0895], [-0.2202, 1.7906, -1.0755], [-0.7731, -1.6654, -1.0421], [1.7663, -0.4861, -0.3271], [-2.0903, -1.3728, -1.6486], [1.8662, 2.9484, -0.4288], [0.3685, 3.1019, -0.6905], [0.1949, 4.1623, -1.7859], [-0.3555, 3.5799, 0.5744], [-0.4766, -0.0501, 4.8828], [-1.5310, -0.3382, 3.9784], [0.8441, -3.1217, -2.1540], [-0.2937, -3.0606, -1.1398], [0.2200, -3.5015, 0.2277], [-1.1922, 1.7900, -2.1769], [-1.3925, -4.0182, -1.5980], [2.6527, -1.2837, -0.0696], [-0.0290, 0.1762, 2.0830], [-1.2822, -0.2034, 2.6029], [0.9985, 0.4835, 2.9948], [0.7884, 0.3571, 4.3808], [0.0560, 4.5477, 0.8959], [-0.8609, 4.4031, -1.9665], [-0.5432, -3.3181, 0.9970], [2.2840, 3.9438, -0.2291], [-0.8882, 2.5042, -2.9512], [2.0764, 2.3254, 0.4520], [-2.4389, -0.3627, -1.3825], [1.1487, -2.9825, 0.4991], [0.6717, 3.8434, -2.7185], [1.6885, -2.4978, -1.8462], [-0.2475, 2.8683, 1.4044], [0.6893, 5.0882, -1.4585], [-2.8552, -2.0712, -1.2770], [-2.2027, 2.0759, -1.8421], [0.4862, -2.7755, -3.1314], [1.1936, -4.1626, -2.2427], [0.4281, -4.5828, 0.1845], [-0.9778, -5.0354, -1.6139], [-1.7308, -3.7861, -2.6158], [-1.4277, 3.7088, 0.3632], [2.3808, 2.5315, -1.3072], [-1.2329, 0.8068, -2.6620], [-2.2407, -4.0179, -0.9042], [-2.0319, -1.4478, -2.7453]]
}

---

[4]
{
  "formula": "C40H52BrN4O7PZn",
  "method": "ωB97M-V/def2-TZVPD",
  "largest_force_ev_per_a": 0.889,
  "gap_ev": 8.0,
  "total_charge": 0,
  "energy_ev": -190371.38968,
  "mol_weight_g_mol": 877.1,
  "relative_energy_ev": 0.000,
  "lumo_energy_ev": 0.195,
  "symbols": ["Br", "Zn", "P", "O", "O", "O", "O", "O", "O", "O", "N", "N", "N", "N", "C", "C", "C", "C", "C", "C", "C", "C", "C", "C", "C", "C", "C", "C", "C", "C", "C", "C", "C", "C", "C", "C", "C", "C", "C", "C", "C", "C", "C", "C", "C", "C", "C", "C", "C", "C", "C", "C", "C", "C", "H", "H", "H", "H", "H", "H", "H", "H", "H", "H", "H", "H", "H", "H", "H", "H", "H", "H", "H", "H", "H", "H", "H", "H", "H", "H", "H", "H", "H", "H", "H", "H", "H", "H", "H", "H", "H", "H", "H", "H", "H", "H", "H", "H", "H", "H", "H", "H", "H", "H", "H", "H"],
  "positions_angstrom": [[-1.8432, -1.2221, 1.5972], [0.0891, 0.7093, -0.1699], [-0.2183, 2.1222, 3.0003], [-2.7803, -0.0799, -3.3821], [4.1782, 0.7183, -0.3763], [2.0538, 0.1361, -0.0086], [5.4485, 2.7234, -1.6763], [-0.7667, 0.6702, -1.9459], [4.7221, 4.6044, -2.6173], [0.0342, 1.5158, 1.6415], [0.0909, -1.4889, -2.0963], [-0.1330, -1.5314, -0.8023], [1.1223, 2.5311, -0.8956], [2.1213, 4.1272, -1.9923], [4.5119, 3.5724, -2.0177], [-0.3319, 1.2832, 5.7307], [-1.4833, -0.8213, -6.6911], [-2.8167, 2.1557, 2.1310], [1.2244, 3.1565, 3.4730], [-0.3699, 4.3307, -1.7504], [0.9384, 3.6589, -1.5419], [1.0166, 4.3408, 4.4349], [-1.7962, 3.0235, 2.9008], [0.5715, -5.7586, 2.6779], [0.7896, -0.2415, 4.0228], [-2.3695, -0.5699, -5.6560], [-0.5516, -2.5896, 1.2672], [2.0193, -4.2012, 1.5575], [-0.1125, -0.8159, -6.4687], [-0.0454, -2.5934, -0.0981], [3.1109, 3.2456, -1.6327], [1.2753, -0.5088, 6.4900], [-4.7103, 2.6807, 3.7109], [-3.5436, 2.6542, 4.7055], [-1.8937, -0.3201, -4.3720], [2.4632, 2.2420, -0.9578], [2.7800, -6.4379, 2.0158], [-0.3275, 0.8177, 4.2644], [-0.5132, -0.3244, -4.1326], [0.0197, -0.1305, -2.7317], [1.2559, 5.9895, 2.5311], [1.8646, -0.2175, 5.1040], [1.5595, -6.7274, 2.6121], [-0.2810, -3.4731, 2.2274], [2.0149, 3.6177, 2.2399], [3.0082, -5.1720, 1.4957], [-4.2090, 2.7629, 2.2589], [0.7818, -4.4901, 2.1353], [1.3796, 4.8218, 1.5584], [2.9554, 0.9356, -0.4017], [-2.4034, 3.5488, 4.2257], [0.3567, -0.5616, -5.1876], [0.4482, 5.5914, 3.7638], [-0.1430, 0.0665, 6.6338], [-1.2901, 0.3356, 4.0640], [-3.4398, -0.5597, -5.8191], [0.5793, -0.9987, -7.2803], [-2.2429, 0.2259, -2.6093], [-0.8687, -3.4577, 3.1381], [0.3229, -1.2274, 4.0158], [-0.5540, 4.5072, -2.8107], [-2.7974, 4.5546, 4.0559], [0.6100, -2.2343, -2.5402], [1.9263, -0.0840, 7.2573], [-0.3802, -5.9866, 3.1443], [0.4353, 6.4082, 4.4896], [-4.9035, 2.2594, 1.5857], [1.4260, -0.5376, -4.9967], [0.4752, 1.9977, 5.9183], [-1.6479, 3.6576, 5.0030], [3.5545, -7.1929, 1.9687], [-1.8690, -1.0148, -7.6848], [1.8454, 2.4171, 3.9910], [-1.1577, 3.6812, -1.3757], [2.1308, 2.7898, 1.5476], [-1.5595, 3.8742, 2.2533], [-2.8331, 1.1334, 2.5256], [1.0538, 0.2552, -2.7995], [-0.5927, 5.4299, 3.4739], [0.4163, 4.0607, 5.3015], [-3.8797, 2.9703, 5.6945], [1.9773, 5.1074, 0.6888], [-0.8883, -0.6850, 6.3531], [3.9648, -4.9318, 1.0492], [0.3048, -3.5419, -0.5015], [-0.4120, 5.2889, -1.2278], [-5.3243, 1.7879, 3.8459], [0.3892, 4.5466, 1.1748], [-2.5136, 2.0760, 1.0870], [2.3071, 4.9668, -2.5189], [1.3773, -7.7102, 3.0281], [2.2600, 6.2994, 2.8418], [-0.3472, 0.3261, 7.6735], [-5.3567, 3.5345, 3.9259], [-4.1669, 3.8062, 1.9305], [1.2543, -1.5864, 6.6669], [2.6368, -0.9483, 4.8585], [-3.1781, 1.6295, 4.8227], [-1.2662, 1.7920, 5.9705], [2.2182, -3.2043, 1.1802], [1.2329, -0.1261, 3.0312], [3.0189, 3.8942, 2.5800], [2.0080, 4.5896, 4.8297], [2.3700, 0.7521, 5.1106], [5.0597, 1.9211, -1.1756], [0.7993, 6.8544, 2.0449]]
}